ORCA calculation (ωB97M-V with the def2-TZVPD basis set) on C2H4AgMgO as an isolated structure.

CARTESIAN COORDINATES (ANGSTROEM)
1 O -0.809 0.519 0.922
2 Ag -1.343 2.015 2.649
3 Mg -1.909 -0.954 0.221
4 C 0.537 0.281 -0.052
5 C 0.274 -0.867 -0.956
6 H 0.700 1.230 -0.591
7 H 1.408 0.131 0.610
8 H 0.915 -1.744 -0.780
9 H 0.228 -0.611 -2.024

Forces on the atoms, in the same order (eV/Å):
O 1.613 -0.676 -1.428
Ag 0.075 -0.514 -0.523
Mg 2.170 1.224 -0.151
C -1.551 0.684 1.311
C -0.575 -0.454 0.044
H -0.479 -0.329 0.334
H -0.724 -0.050 0.070
H -0.382 0.271 -0.058
H -0.147 -0.157 0.401

Computed properties:
Electronic energy, eV: -13626.089
Max |F|, Eh/bohr: 0.04855
Spin multiplicity: 2
HOMO energy (alpha / beta), eV: -5.24 / -7.71
Charge: 0



ORCA calculation (ωB97M-V with the def2-TZVPD basis set) on C2H4BFO2 in the gas phase.

CARTESIAN COORDINATES (ANGSTROEM)
1 O 0.037 2.008 0.523
2 B -0.124 0.636 0.616
3 O -0.599 0.030 1.732
4 C 0.092 -0.038 -0.725
5 C 0.321 -1.645 -1.264
6 F 0.511 -1.813 -2.507
7 H -0.307 2.411 1.401
8 H -0.288 0.374 2.613
9 H 0.122 0.571 -1.658
10 H 0.233 -2.534 -0.730

Forces on the atoms, in the same order (eV/Å):
O -0.832 0.894 2.788
B -0.145 0.617 -0.633
O 0.602 -0.357 2.216
C 1.194 -7.502 -4.475
C -1.681 9.408 4.055
F 0.392 -0.269 -2.216
H 0.924 -0.699 -2.296
H -0.634 -0.371 -1.517
H 0.171 -0.417 0.882
H 0.008 -1.302 1.198

Computed properties:
Electronic energy, eV: -9627.026
Max |F|, Eh/bohr: 0.20189
Spin multiplicity: 1
HOMO energy (alpha / beta), eV: -8.51 / -8.57
SMILES: OB(O)/C=C/F
Charge: 0



ORCA calculation (ωB97M-V with the def2-TZVPD basis set) on C2H4BaLiO as an isolated structure.

CARTESIAN COORDINATES (ANGSTROEM)
1 C -0.326 0.113 -0.182
2 H -1.190 0.790 -0.253
3 C -0.064 -0.771 -1.189
4 H -0.689 -0.781 -2.082
5 H 0.904 -1.288 -1.249
6 O 0.251 0.016 1.023
7 Li 0.824 1.573 1.926
8 Ba -0.079 -2.481 1.282
9 H 0.370 2.830 0.724

Forces on the atoms, in the same order (eV/Å):
C -0.472 -0.625 0.636
H 0.489 -0.053 0.013
C -0.040 -0.094 0.186
H 0.337 0.124 0.189
H -0.219 0.155 0.034
O 0.034 -1.381 -0.063
Li -0.293 0.717 -0.864
Ba 0.015 1.545 -0.646
H 0.150 -0.387 0.516

Computed properties:
Electronic energy, eV: -5076.808
Max |F|, Eh/bohr: 0.03256
Spin multiplicity: 1
HOMO energy, eV: -9.00
Charge: +1



ORCA calculation (ωB97M-V with the def2-TZVPD basis set) on C2H4BeO2 as an isolated structure.

CARTESIAN COORDINATES (ANGSTROEM)
1 O -1.207 -0.712 -0.274
2 H -1.821 -1.437 -0.105
3 O 0.399 1.236 -0.560
4 Be -1.039 0.685 -1.134
5 H 1.037 1.954 -0.657
6 C 0.813 0.226 0.295
7 C -0.015 -0.805 0.423
8 H 1.821 0.282 0.692
9 H 0.011 -1.430 1.320

Forces on the atoms, in the same order (eV/Å):
O -0.207 2.175 -1.674
H -0.691 -0.374 -0.173
O -2.191 -0.602 -1.349
Be 0.871 -0.609 1.166
H 0.200 0.697 -0.383
C 0.648 -1.735 0.660
C 1.452 0.755 2.317
H -0.243 0.195 0.223
H 0.161 -0.502 -0.786

Computed properties:
Electronic energy, eV: -6614.214
Max |F|, Eh/bohr: 0.05516
Spin multiplicity: 1
HOMO energy, eV: -20.40
Charge: +2



ORCA calculation (ωB97M-V with the def2-TZVPD basis set) on C2H4Br2 in the gas phase.

CARTESIAN COORDINATES (ANGSTROEM)
1 Br 12.396 -0.487 -12.471
2 C 11.679 1.368 -12.642
3 C 11.628 2.118 -11.250
4 Br 10.579 1.075 -9.910
5 H 10.769 1.370 -13.242
6 H 12.388 1.770 -13.366
7 H 11.124 3.080 -11.337
8 H 12.599 2.490 -10.924

Forces on the atoms, in the same order (eV/Å):
Br -0.521 0.757 -0.052
C 0.698 0.044 0.555
C -0.530 -0.184 -1.369
Br 0.854 0.757 -0.661
H -0.384 -0.428 0.804
H 0.311 0.514 0.613
H -0.645 -0.307 -0.325
H 0.218 -1.154 0.436

Computed properties:
Electronic energy, eV: -142223.429
Max |F|, Eh/bohr: 0.02877
Spin multiplicity: 1
HOMO energy, eV: -10.05
SMILES: BrCCBr
Charge: 0



ORCA calculation (ωB97M-V with the def2-TZVPD basis set) on a 2-piece molecular cluster, C2H4Br3P overall.

CARTESIAN COORDINATES (ANGSTROEM)
1 C -2.059 -0.154 0.119
2 C 1.505 0.785 0.132
3 P 2.797 -0.450 0.214
4 Br 2.017 2.550 0.501
5 Br 2.308 0.248 -1.936
6 Br 1.704 -2.329 0.580
7 H -2.826 0.436 -0.295
8 H -1.466 -0.694 -0.682
9 H -2.529 -0.926 0.763
10 H -1.452 0.536 0.605

Forces on the atoms, in the same order (eV/Å):
C -0.023 -2.654 -1.054
C -0.886 -0.385 0.008
P 0.658 0.513 -0.222
Br 0.393 0.126 0.136
Br 0.062 -0.387 0.272
Br -0.203 0.153 -0.188
H -1.148 0.466 -0.928
H -0.717 0.793 0.856
H 0.497 0.641 -0.122
H 1.367 0.734 1.243

Computed properties:
Electronic energy, eV: -221552.435
Max |F|, Eh/bohr: 0.05554
Spin multiplicity: 1
HOMO energy, eV: -8.63
Charge: 0



ORCA calculation (ωB97M-V with the def2-TZVPD basis set) on a 2-piece molecular cluster, C2H4BrCl2OP overall.

CARTESIAN COORDINATES (ANGSTROEM)
1 C 0.156 -0.178 0.444
2 C -1.156 -0.110 -0.296
3 O -2.318 -1.222 1.919
4 P -2.344 -1.134 0.467
5 Cl -1.675 -3.004 -0.327
6 Cl -4.123 -1.044 -0.371
7 Br -2.439 2.338 -0.081
8 H 0.369 -1.313 0.336
9 H 0.008 -0.130 1.479
10 H 0.965 0.553 -0.024
11 H -1.026 0.045 -1.424

Forces on the atoms, in the same order (eV/Å):
C 0.763 -0.128 -2.610
C 1.311 2.981 -1.853
O 0.088 0.507 -0.037
P -0.865 -2.528 0.226
Cl -0.246 1.103 0.234
Cl -0.128 0.373 -0.207
Br 1.206 -2.332 -0.054
H 0.411 1.596 -0.298
H -0.016 0.726 1.573
H -1.699 -1.892 1.204
H -0.825 -0.408 1.821

Computed properties:
Electronic energy, eV: -108562.473
Max |F|, Eh/bohr: 0.07287
Spin multiplicity: 1
HOMO energy (alpha / beta), eV: -10.25 / -10.22
Charge: 0



ORCA calculation (ωB97M-V with the def2-TZVPD basis set) on a 2-piece molecular cluster, C2H4BrClOS overall.

CARTESIAN COORDINATES (ANGSTROEM)
1 C -0.176 0.559 -0.857
2 C 1.151 -0.309 0.755
3 O -2.250 0.952 0.642
4 S -1.896 0.199 -0.539
5 Cl -1.671 -1.833 0.043
6 Br 2.852 -0.475 0.024
7 H 0.071 1.603 -0.772
8 H 0.212 0.056 -1.729
9 H 1.055 0.487 1.477
10 H 0.651 -1.238 0.957

Forces on the atoms, in the same order (eV/Å):
C 1.854 -2.057 2.574
C -2.372 1.681 -2.330
O -0.228 0.436 0.602
S 0.588 -0.127 -0.458
Cl -0.049 0.045 -0.220
Br 0.338 -0.045 -0.126
H -0.234 0.331 0.000
H -0.006 -0.095 -0.205
H 0.072 -0.083 0.113
H 0.036 -0.087 0.050

Computed properties:
Electronic energy, eV: -97583.508
Max |F|, Eh/bohr: 0.07353
Spin multiplicity: 1
HOMO energy (alpha / beta), eV: -9.30 / -9.30
Charge: 0



ORCA calculation (ωB97M-V with the def2-TZVPD basis set) on C2H4BrF6NO6P2S2 as an isolated structure.

CARTESIAN COORDINATES (ANGSTROEM)
1 O -1.669 -3.416 0.363
2 P -0.146 -3.904 0.196
3 O 0.698 -2.690 -0.390
4 P 0.391 -3.561 2.446
5 Br 0.176 -1.499 2.856
6 H -1.850 -2.505 0.655
7 H 0.524 -1.741 -0.193
8 H -0.478 -4.283 3.277
9 H 1.670 -4.025 2.779
10 C -1.641 2.570 -2.530
11 F -2.007 2.617 -3.809
12 F -1.652 3.804 -2.039
13 F -2.544 1.846 -1.863
14 S 0.036 1.810 -2.426
15 O 0.909 2.706 -3.121
16 O -0.126 0.475 -2.933
17 N 0.156 1.871 -0.848
18 S 1.380 1.348 -0.048
19 O 2.580 2.122 -0.122
20 O 1.509 -0.102 -0.031
21 C 0.663 1.643 1.624
22 F -0.437 0.868 1.652
23 F 0.347 2.878 1.953
24 F 1.512 1.168 2.553

Forces on the atoms, in the same order (eV/Å):
O 0.073 0.187 0.240
P 0.206 0.541 -0.721
O -0.558 -0.736 0.401
P -0.075 -0.548 -0.269
Br 0.093 0.056 0.357
H 0.017 -0.122 -0.208
H 0.488 0.349 -0.147
H 0.114 0.031 0.114
H 0.005 0.165 0.170
C 0.027 -0.025 0.021
F -0.003 -0.011 -0.127
F 0.041 0.113 0.051
F -0.042 -0.094 0.058
S -0.150 -0.025 -0.282
O -0.022 -0.048 0.071
O 0.018 0.031 0.122
N 0.219 -0.061 -0.003
S -0.078 0.531 0.166
O 0.000 -0.294 -0.025
O 0.003 -0.167 -0.044
C 0.325 -0.290 -0.424
F -0.642 0.337 0.576
F -0.049 0.002 -0.200
F -0.010 0.078 0.098

Computed properties:
Electronic energy, eV: -142507.858
Max |F|, Eh/bohr: 0.01958
Spin multiplicity: 1
HOMO energy, eV: -9.28
Charge: 0



ORCA calculation (ωB97M-V with the def2-TZVPD basis set) on a 2-piece molecular cluster, C2H4BrI overall.

CARTESIAN COORDINATES (ANGSTROEM)
1 C -0.780 0.731 -0.628
2 C 0.812 -0.825 -0.473
3 Br -2.367 -0.124 -0.219
4 I 2.625 0.126 -0.158
5 H -0.537 0.459 -1.655
6 H -0.600 1.715 -0.259
7 H 0.836 -1.404 -1.367
8 H 0.511 -1.447 0.359

Forces on the atoms, in the same order (eV/Å):
C 2.957 -4.023 -1.794
C -2.001 2.213 1.364
Br -0.855 -0.130 0.574
I 0.316 0.095 0.048
H -0.497 1.334 0.020
H 0.380 0.228 0.457
H -0.296 0.064 -0.912
H -0.005 0.220 0.244

Computed properties:
Electronic energy, eV: -80278.982
Max |F|, Eh/bohr: 0.10318
Spin multiplicity: 1
HOMO energy, eV: -8.57
Charge: 0



ORCA calculation (ωB97M-V with the def2-TZVPD basis set) on C2H4BrN in the gas phase.

CARTESIAN COORDINATES (ANGSTROEM)
1 H 1.120 -2.401 -0.278
2 N 0.755 -1.480 -0.584
3 C 0.417 -0.689 0.387
4 C -0.282 0.543 -0.130
5 Br 0.529 -1.322 2.285
6 H -1.139 0.222 -0.889
7 H 0.398 1.071 -0.831
8 H -0.598 1.191 0.617

Forces on the atoms, in the same order (eV/Å):
H -0.157 0.767 -0.079
N 0.079 0.473 2.786
C 0.146 -2.804 -3.098
C -0.516 -0.828 -2.442
Br -0.171 0.926 -1.209
H 1.532 0.511 2.116
H -0.082 -0.250 0.717
H -0.832 1.205 1.208

Computed properties:
Electronic energy, eV: -73670.520
Max |F|, Eh/bohr: 0.08131
Spin multiplicity: 1
HOMO energy, eV: -10.32
SMILES: [H]/N=C(/C)Br
Charge: 0



ORCA calculation (ωB97M-V with the def2-TZVPD basis set) on C2H4BrN in the gas phase.

CARTESIAN COORDINATES (ANGSTROEM)
1 C 0.278 0.290 -0.012
2 C -1.565 0.203 -0.032
3 N -2.757 0.834 -0.129
4 Br -4.290 -0.099 0.041
5 H 0.498 1.256 0.286
6 H 0.426 -0.073 -0.990
7 H 0.534 -0.335 0.912
8 H -1.666 -0.841 0.115

Forces on the atoms, in the same order (eV/Å):
C -4.968 -0.672 2.512
C -1.957 0.256 0.266
N 6.505 0.801 -0.016
Br -0.713 -1.075 0.102
H 0.909 2.042 -0.399
H 0.911 -0.286 -0.777
H -0.494 0.261 -1.835
H -0.194 -1.327 0.146

Computed properties:
Electronic energy, eV: -73667.812
Max |F|, Eh/bohr: 0.12746
Spin multiplicity: 1
HOMO energy, eV: -9.41
SMILES: C/C=N/Br
Charge: 0